{"formula": "C4H7NO2", "method": "wB97M-V/def2-TZVPD", "species": ["C", "C", "C", "C", "N", "O", "O", "H", "H", "H", "H", "H", "H", "H"], "coordinates": [[0.66, 1.01, -0.50], [0.44, -0.47, -0.52], [-1.18, 0.21, 0.46], [1.46, -1.32, 0.20], [-0.48, 1.41, 0.07], [1.48, 1.77, -0.94], [-2.35, -0.02, -0.10], [0.04, -0.95, -1.44], [-1.11, -0.09, 1.54], [2.28, -1.65, -0.40], [0.92, -2.24, 0.40], [1.67, -0.82, 1.21], [-0.98, 2.32, 0.23], [-2.85, 0.83, -0.21]], "mulliken_charge": [0.31, -0.18, -0.11, -1.06, -0.10, -0.60, -0.45, 0.39, 0.32, 0.32, 0.33, 0.28, 0.23, 0.32], "homo_lumo_gap_ha": [0.208, 0.298], "s2": 2.006, "relative_energy_kj_mol": 128.86, "total_charge": 0, "multiplicity": 3}